Entry from the Open Molecules 2025 dataset: a cluster of 3 separate species, C20H43FO4S in total (ωB97M-V/def2-TZVPD).

```
69
C20H43FO4S (ωB97M-V/def2-TZVPD)
H -4.888 -4.170 3.981
H 4.862 1.748 3.521
H -3.474 -2.829 0.335
H 2.547 0.890 0.597
H -0.068 1.285 2.131
H -4.969 -5.868 1.901
C 0.977 2.028 -0.342
H 2.956 5.118 -4.866
H 3.445 1.653 4.567
C 4.319 3.701 -5.770
H -2.729 -0.339 2.517
H -1.572 -0.764 1.186
H 3.355 3.662 3.082
C -1.970 -1.033 2.162
H -2.045 -6.825 3.011
H -2.804 -6.518 0.916
H -5.018 -2.530 3.525
H 3.568 5.593 -6.432
C -4.346 -5.157 1.368
H 2.679 3.374 -3.466
S -7.221 -3.909 1.690
C -5.303 -3.534 3.204
H 4.855 1.801 -4.932
H 3.182 1.901 -5.420
C 3.200 4.737 -5.861
H 2.145 3.863 -7.543
C 3.984 2.464 -4.935
H -4.310 -1.674 1.331
H -4.631 -5.206 0.316
H -0.112 2.098 -0.338
H -3.120 -5.596 3.619
C 3.580 2.755 -3.491
C -3.761 -2.613 1.368
H 5.215 4.182 -5.369
H 1.062 0.001 0.355
H 1.144 3.410 2.143
H 1.200 2.647 3.712
H 3.578 0.604 3.152
C -2.343 -5.787 2.882
C 3.089 2.678 2.689
O -6.734 -3.505 3.157
C 1.025 1.256 2.091
H 1.173 4.986 -6.591
O -8.339 -3.137 1.294
H -2.255 -4.874 0.882
H 5.577 2.803 -2.645
C 1.459 0.976 0.653
C -4.710 -3.719 1.790
H -1.141 -0.978 2.869
H 3.473 2.646 1.666
O -7.336 -5.330 1.649
C -2.875 -5.569 1.447
C 1.934 4.207 -6.529
C 3.780 1.608 3.529
H 1.326 0.414 2.721
H -1.678 -3.084 1.762
H 1.502 3.374 -5.972
H 4.583 3.375 -6.781
H 3.314 1.810 -3.009
H 1.382 3.014 -0.113
O -5.932 -3.412 0.957
H 4.355 3.591 -1.646
H 4.958 4.397 -3.089
C 4.681 3.426 -2.675
H 1.295 1.771 -1.354
C 1.565 2.558 2.685
C -2.473 -2.464 2.169
H -1.497 -5.141 3.093
F -2.671 -2.841 3.496
```

Results
* HOMO level: -10.874 eV
* multiplicity: 1
* electronic energy: -1586.835685 Ha
* strongest force on any atom: 2.0 eV Å⁻¹
* structure (SMILES): CCC[C@]1(C[C@@H](C)F)COS(=O)(=O)O1.CCCCCC.CCCCCC
* orbital gap: 11.3 eV

---

Entry from the Open Molecules 2025 dataset: a structure of composition C20H43InN2P3S2 (ωB97M-V/def2-TZVPD).

```
71
C20H43InN2P3S2 (ωB97M-V/def2-TZVPD)
In -0.607 1.564 -0.110
H -5.931 -1.021 -2.024
H 4.490 -1.263 -0.471
C 3.580 1.238 0.031
C -5.872 -0.057 -1.509
H 1.504 2.022 3.948
H -0.065 2.570 3.267
C -0.651 -0.835 3.595
H 2.883 0.060 2.644
H 1.570 -3.604 -1.675
N 1.337 4.579 -0.996
C -1.579 -5.210 -0.424
C -2.642 -0.940 -2.456
H 3.950 4.016 0.484
S -0.755 3.973 0.706
H 0.487 -4.960 -2.185
C 0.747 -4.389 1.020
C -5.617 0.031 -0.196
H 2.170 -0.429 4.212
H 1.849 4.196 2.082
H -0.038 1.484 4.706
H -3.320 2.800 -1.565
H 2.192 0.886 -2.511
H 3.143 -2.430 -0.438
H -2.372 -4.953 -1.128
H -6.164 0.816 -2.100
C -2.846 0.025 -3.465
C -3.028 0.796 -0.764
H 2.743 6.117 -1.211
H 1.909 -0.884 -2.555
H -5.954 -0.762 0.498
H 3.315 4.508 -1.720
C -3.198 1.339 -3.150
H -0.442 -0.730 4.671
H -2.750 -2.955 -0.032
C 2.046 -0.471 3.118
H 1.719 -3.891 0.927
H -1.698 -0.573 3.393
H 3.489 1.586 1.066
H 3.580 -0.248 -2.398
H 3.408 2.073 -0.657
H -2.773 -0.253 -4.522
H 2.065 -1.525 2.802
H 0.853 -5.471 0.944
C 0.886 4.278 0.243
H -3.490 2.035 -3.939
C 2.528 -0.085 -2.127
H 0.314 -4.142 1.995
P -0.434 -3.781 -0.262
H -2.024 -5.437 0.552
H -3.346 1.044 0.252
H 3.507 5.685 0.942
H 0.078 -3.277 -2.584
C 2.713 5.047 -0.985
C 3.161 4.775 0.442
H -1.085 -6.112 -0.795
H -0.468 -1.874 3.281
P 2.361 -0.104 -0.296
N 1.951 4.285 1.082
H -5.281 0.952 0.287
C -3.173 1.746 -1.808
S -3.576 -1.866 -0.053
C -2.942 -0.609 -1.122
C 0.540 -3.930 -1.836
H -2.358 -1.976 -2.688
H 4.592 0.845 -0.128
P 0.434 0.288 2.614
H 3.691 -1.649 1.074
C 0.459 1.739 3.759
C 3.532 -1.504 0.000
H 0.700 4.800 -1.750
```

Results
* relative energy (zero: lowest compared OMol25 entry of this formula, charge and spin): 170.0 kJ/mol
* HOMO level (alpha / beta): -15.608 / -15.338 eV
* multiplicity: 1
* net charge: +3
* electronic energy: -2906.833572 Ha
* strongest force on any atom: 2.8 eV Å⁻¹
* orbital gap (alpha / beta): 3.4 / 3.0 eV

---

Entry from the Open Molecules 2025 dataset: a structure of composition C20H43OP3PmS (ωB97M-V/def2-TZVPD).

```
69
C20H43OP3PmS (ωB97M-V/def2-TZVPD)
H 1.468 1.218 -3.704
C 3.613 1.284 2.039
C -3.092 -2.061 -0.999
H 1.316 -0.009 -5.009
H -4.184 -2.126 -0.970
H -4.276 0.460 -1.261
H -0.130 3.028 3.918
C 3.968 0.731 -0.644
P -2.611 -0.681 0.119
H 2.984 -2.308 -5.327
H -2.290 -1.952 -4.453
C 0.780 0.491 -4.166
C 2.410 2.911 0.080
C -1.490 0.028 -4.969
H 1.401 -3.694 -3.040
C -1.041 3.158 1.020
H -0.574 2.009 -5.151
H -4.117 -1.995 1.557
C 2.198 -3.146 -3.541
H 3.557 0.565 -1.655
H -0.179 3.463 0.423
H -2.149 0.732 3.686
H -2.681 -2.993 -0.593
P 2.588 1.119 0.517
C 2.077 -2.566 -4.749
H -2.747 -1.936 -2.045
C -1.486 -1.210 -4.274
H 1.096 -3.297 5.126
Pm 0.276 -1.007 0.388
H 3.196 -3.277 -3.126
C -0.481 -1.495 -3.330
H -3.642 -0.481 2.348
H -0.251 -0.265 4.747
H -2.609 1.000 -1.655
O 0.413 -1.681 2.402
C -0.537 0.997 -4.724
H 3.035 1.737 2.853
H 4.465 -0.185 -0.302
H -3.439 1.640 -0.200
C -0.501 -1.319 4.578
H -2.259 2.500 3.595
C 1.362 -3.015 4.106
H -1.540 -1.389 4.236
H 0.887 1.577 3.870
H -0.381 -2.481 -2.840
H -0.445 -1.815 5.553
C -2.174 1.582 2.997
H 3.400 3.319 -0.185
H 3.930 0.274 2.337
H -1.299 3.971 1.707
H 1.253 2.965 2.819
H 2.394 -2.652 4.108
C -3.948 -0.920 1.390
H -3.067 1.509 2.368
H -2.310 0.215 -5.660
C -3.302 0.751 -0.837
H 1.745 2.989 -0.793
C 0.424 -1.980 3.639
H 4.507 1.895 1.828
H 1.127 -2.381 -5.276
C 0.448 2.370 3.258
H -1.885 2.980 0.352
C 0.536 -0.566 -3.148
P -0.648 1.640 1.981
H 1.990 3.497 0.910
H -4.913 -0.467 1.102
S 1.828 -0.915 -2.118
H 4.688 1.563 -0.683
H 1.317 -3.900 3.468
```

Results
* relative energy (zero: lowest compared OMol25 entry of this formula, charge and spin): 71.2 kJ/mol
* HOMO level (alpha / beta): -16.102 / -16.098 eV
* multiplicity: 5
* net charge: +3
* electronic energy: -2892.720440 Ha
* expectation value of S²: 6.0076
* strongest force on any atom: 2.6 eV Å⁻¹
* orbital gap (alpha / beta): 6.0 / 6.0 eV

---

Entry from the Open Molecules 2025 dataset: a structure of composition C20H44InNO2P3 (ωB97M-V/def2-TZVPD).

```
71
C20H44InNO2P3 (ωB97M-V/def2-TZVPD)
C 0.355 -3.374 -0.727
C 4.122 -0.301 4.862
H -3.680 1.863 1.925
H 1.467 -3.304 2.094
H 4.384 -1.360 4.761
C -4.437 1.175 1.534
H -0.104 -4.156 2.158
C -1.445 0.358 -3.675
H -2.411 0.542 -4.164
H 1.058 -0.299 3.368
C 0.057 3.594 -0.593
C -4.419 -0.131 1.851
H 4.687 0.283 4.127
H -3.910 -0.078 -2.597
H -3.164 2.774 -1.400
H -2.574 -1.728 1.042
C -3.288 -0.407 -1.755
H 3.448 -1.951 -0.422
C -2.238 -2.305 -3.515
H -2.202 -3.423 1.446
H 4.351 -0.473 0.035
H -3.086 -1.954 -4.121
C -2.095 4.522 -2.142
H 3.897 1.888 -0.784
P -0.230 -2.304 0.636
C 2.014 -0.513 -2.961
C 1.878 0.469 5.777
H 1.118 5.316 -1.317
H -5.155 -0.835 1.442
H 0.306 -4.420 -0.393
O 2.911 -0.968 2.639
H -2.945 4.900 -2.711
C -2.236 3.344 -1.422
C 2.130 -0.436 3.568
H 4.452 -1.112 -1.636
H -3.700 -0.526 2.578
H 4.362 0.045 5.867
C -1.109 2.801 -0.752
H 2.380 2.500 -1.502
H -1.095 1.285 -3.205
H -5.211 1.607 0.891
O -1.162 1.520 -0.415
H -1.415 -2.607 -4.176
H 1.355 -1.392 -2.936
H -3.783 -1.231 -1.226
N 2.679 -0.101 4.689
P 2.373 0.075 -1.273
P -1.658 -0.952 -2.408
In 0.343 0.262 0.375
H -0.708 0.032 -4.420
H 1.085 -0.228 6.081
C -0.880 5.214 -2.135
H 1.396 -3.133 -0.985
H 1.523 0.276 -3.545
C -2.026 -2.622 0.714
H 1.403 1.406 5.459
H 0.856 3.249 0.070
H 2.957 -0.792 -3.454
H -2.420 -2.942 -0.261
H -0.768 6.123 -2.728
C 0.377 -3.168 2.123
H -3.136 0.422 -1.054
H -2.548 -3.171 -2.916
H 3.611 1.727 -2.548
C 3.788 -0.966 -0.770
H -0.269 -3.251 -1.623
H 2.545 0.659 6.619
H 0.104 -2.610 3.029
H 2.412 -1.176 1.813
C 0.183 4.757 -1.348
C 3.137 1.706 -1.556
```

Results
* HOMO level (alpha / beta): -15.660 / -15.657 eV
* multiplicity: 1
* net charge: +3
* electronic energy: -2206.842543 Ha
* strongest force on any atom: 2.5 eV Å⁻¹
* orbital gap (alpha / beta): 4.0 / 4.0 eV

---

Entry from the Open Molecules 2025 dataset: a cluster of 6 separate species, C20H44NO10S5 in total (ωB97M-V/def2-TZVPD).

```
80
C20H44NO10S5 (ωB97M-V/def2-TZVPD)
H -1.644 0.396 2.880
H 0.219 1.919 4.735
O 0.536 -1.050 2.963
H -3.110 -0.159 4.815
H 0.363 1.763 2.993
C 4.160 0.410 2.227
H -2.702 0.890 -2.047
O -1.712 1.822 0.243
C -5.140 -2.395 0.167
H -6.493 -0.889 -0.700
H 0.053 -0.902 -6.462
H -0.081 -2.294 0.531
H -1.127 0.353 -2.636
H 3.667 2.441 -0.164
H 0.409 3.518 -3.290
H 0.459 -3.527 1.176
S 1.837 -2.303 -3.741
C -5.621 -0.164 1.019
H -4.850 -2.900 -0.584
H 2.338 -0.168 -3.253
H -6.551 -0.556 1.518
H 0.489 -3.291 -5.318
H 6.354 1.017 2.875
S -0.751 1.295 -0.667
C 0.162 2.733 -2.538
C 2.649 -0.777 -4.052
S 0.479 -0.319 4.265
H -0.298 -1.774 -4.366
H 3.803 -0.919 -4.308
H 4.890 2.410 2.735
H -1.312 2.282 -4.147
H 0.895 1.770 -2.778
C 0.512 -2.158 -4.895
H 1.095 -3.105 -0.166
C 1.056 -1.190 -6.019
N 0.659 -2.782 0.728
S 5.752 1.650 0.688
O 6.623 0.608 0.199
C 1.947 -0.164 -5.275
H 1.227 0.661 -4.971
C -0.058 1.258 3.883
C -5.515 -1.020 -0.294
C 5.289 1.423 2.370
O -2.662 -2.187 0.999
H 1.220 -1.910 1.097
C -1.624 0.966 3.763
H -1.056 -2.076 4.858
O 0.069 0.142 -0.369
C -1.598 1.236 -2.218
H 2.353 1.434 1.216
H -6.094 -2.609 0.626
H -4.605 -0.022 2.922
H -2.061 3.198 -2.686
S -3.956 -2.081 1.571
H -3.769 0.099 1.472
C -1.246 2.530 -3.055
C -0.952 -0.977 5.161
H 1.699 -1.774 -6.655
C 4.152 1.520 -0.014
H 4.400 0.913 -1.107
C -2.130 0.150 4.939
O 6.162 3.020 0.590
O 1.668 -0.290 5.025
H 3.034 0.030 0.621
C 3.251 0.838 1.055
C -4.397 -0.416 1.855
H -4.887 -0.472 -0.879
O 1.402 -2.221 -2.411
H 4.806 -0.518 1.928
H -5.524 0.961 0.575
O -4.269 -2.933 2.667
C 0.296 2.659 -1.047
H -0.142 3.537 -0.572
H -0.505 -1.005 6.072
O 2.775 -3.271 -4.233
H 3.627 0.099 3.126
H 1.237 2.558 -0.635
H 2.658 0.233 -6.041
H -2.096 1.953 3.752
H -2.231 0.844 5.720
```

Results
* relative energy (zero: lowest compared OMol25 entry of this formula, charge and spin): 279.5 kJ/mol
* HOMO level: -12.200 eV
* multiplicity: 1
* net charge: +1
* electronic energy: -3585.938046 Ha
* strongest force on any atom: 11.6 eV Å⁻¹
* orbital gap: 10.0 eV

---

Entry from the Open Molecules 2025 dataset: a structure of composition C20H44O18Tl (ωB97M-V/def2-TZVPD).

```
83
C20H44O18Tl (ωB97M-V/def2-TZVPD)
H -2.129 4.548 -2.884
C -0.107 -0.969 0.151
C -9.235 -1.395 -0.160
O 10.330 1.795 3.286
C 0.511 0.355 2.733
C 9.952 0.944 4.370
C 1.422 -0.630 2.122
C 1.183 -1.275 0.933
C -0.809 0.584 1.833
C 4.889 2.740 -0.318
H 4.652 2.825 0.743
C -5.082 -0.172 -5.442
C 5.653 1.185 9.992
H -4.505 -7.650 -6.533
H -6.846 -0.880 -6.589
O -4.238 5.277 -4.377
O -9.371 -2.238 -1.364
Tl -2.560 3.494 7.426
H 9.028 0.412 4.143
O 3.749 3.553 -2.270
H 5.694 -0.967 10.681
H -4.285 -1.402 -4.306
C -10.107 -1.827 1.077
C -3.179 6.147 -3.993
H -2.719 -9.509 -7.331
O -4.990 -1.268 -7.529
O 5.497 1.840 8.741
H -5.600 0.576 -4.842
O 12.224 0.661 5.250
C -1.024 -0.068 0.534
H -2.377 6.176 -4.731
O -3.485 5.344 -1.658
H -4.747 5.112 -3.580
H 6.543 -0.619 9.179
H -5.577 -1.981 -7.793
H -9.603 -0.436 -0.525
C -5.859 -0.434 -6.713
H 2.368 -0.805 2.612
H -1.983 0.134 0.080
H 4.891 -0.210 8.034
H 6.740 2.859 0.082
O -0.466 -1.624 -0.880
O -1.205 -8.330 -6.996
C -2.503 -8.727 -6.602
H 4.816 2.517 8.752
H 4.440 3.908 -2.835
H -2.867 5.230 -0.932
H 4.651 1.709 -0.578
H -4.088 0.274 -5.478
C 11.066 0.013 4.817
C 5.651 -0.386 9.761
H -8.206 -1.250 0.170
H -2.554 -9.332 -5.697
H 4.570 4.860 -0.805
H -3.571 -5.981 -5.344
H 12.928 0.710 4.599
H 4.833 1.534 10.620
H -9.658 -1.403 1.976
O -11.459 -1.808 0.904
H 10.727 -0.616 5.639
H -5.933 0.608 -7.023
H -11.712 -1.891 -0.018
O 0.747 1.092 3.726
O -5.085 -1.369 -4.837
H -1.810 6.181 -2.249
C -2.549 5.542 -2.734
H -8.571 -2.140 -1.886
H -1.202 -8.393 -7.954
C 4.086 3.890 -0.919
C -3.427 -7.500 -6.577
O -2.968 -6.707 -5.516
H 11.092 2.264 3.633
H -9.975 -2.908 1.033
H -3.393 -6.868 -7.465
H -3.452 7.156 -3.686
O -1.652 1.287 2.418
H 11.382 -0.627 3.992
H 6.578 1.544 10.443
H 9.593 1.615 5.150
H 3.180 3.968 -0.318
O 4.663 -0.720 8.815
O 2.138 -2.101 0.563
O 6.257 2.954 -0.742
```

Results
* relative energy (zero: lowest compared OMol25 entry of this formula, charge and spin): 512.5 kJ/mol
* HOMO level: -10.936 eV
* multiplicity: 1
* net charge: +1
* electronic energy: -2314.504403 Ha
* strongest force on any atom: 6.4 eV Å⁻¹
* orbital gap: 3.8 eV